No. 1
C33H40As3Cl2N4OSeTa | ωB97M-V/def2-TZVPD

```
! wB97M-V def2-TZVPD RIJCOSX def2/J DEFGRID3
* xyz 2 1
Ta 1.048 0.522 -0.709
C 1.567 -0.237 3.224
As 0.336 0.588 1.978
C 0.482 2.433 2.547
C -1.357 -0.062 2.664
C -2.658 0.393 1.982
C -2.666 1.898 1.749
C -2.848 -0.352 0.656
As -1.716 0.046 -0.882
C -2.586 1.536 -1.750
C -2.308 -1.402 -2.022
C -3.806 -0.050 2.915
As -5.708 0.535 2.797
C -5.988 0.894 0.884
C -5.562 2.392 3.417
H 1.516 0.337 4.149
H 2.586 -0.202 2.840
H 1.272 -1.266 3.416
H -0.046 2.522 3.497
H 0.064 3.126 1.824
H 1.540 2.651 2.684
H -1.355 0.241 3.716
H -1.287 -1.154 2.646
H -1.844 2.209 1.095
H -2.571 2.450 2.685
H -3.594 2.212 1.272
H -3.848 -0.151 0.271
H -2.770 -1.432 0.809
H -3.646 1.300 -1.847
H -2.145 1.663 -2.738
H -2.458 2.451 -1.179
H -3.396 -1.442 -1.949
H -1.894 -2.353 -1.697
H -2.022 -1.206 -3.052
H -3.553 0.210 3.948
H -3.861 -1.143 2.898
H -5.893 -0.021 0.300
H -5.349 1.677 0.467
H -7.025 1.222 0.795
H -4.992 2.417 4.344
H -6.567 2.751 3.634
H -5.107 3.059 2.690
Cl 4.259 3.336 1.771
C 4.746 2.108 0.677
C 6.120 1.927 0.386
C 6.527 0.954 -0.480
Cl 8.201 0.747 -0.807
C 5.582 0.101 -1.124
C 5.886 -0.930 -2.028
C 4.862 -1.666 -2.566
C 3.538 -1.371 -2.222
N 3.203 -0.406 -1.378
C 4.228 0.312 -0.829
C 3.825 1.302 0.076
O 2.493 1.343 0.275
H 6.845 2.571 0.862
H 6.915 -1.133 -2.290
H 5.055 -2.470 -3.260
H 2.744 -1.949 -2.663
C 0.809 -4.751 1.796
C 1.478 -3.552 2.006
C 1.444 -2.568 1.030
C 0.750 -2.797 -0.148
C 0.090 -3.999 -0.378
C 0.121 -4.971 0.607
N 0.757 -1.752 -1.126
N 0.604 -2.123 -2.313
C 0.597 -1.088 -3.260
C 0.477 -1.457 -4.596
C 0.458 -0.460 -5.556
C 0.545 0.873 -5.168
C 0.654 1.226 -3.824
C 0.697 0.246 -2.836
H 0.832 -5.521 2.554
H 2.040 -3.396 2.917
H 2.017 -1.652 1.152
H -0.440 -4.163 -1.306
H -0.394 -5.908 0.446
H 0.395 -2.504 -4.859
H 0.366 -0.716 -6.603
H 0.522 1.649 -5.921
H 0.706 2.275 -3.560
Se 0.674 5.210 -0.709
C 0.474 3.529 -0.823
N 0.310 2.337 -0.888
*
```

- ΔE to the lowest compared entry with this formula, charge and spin: 0.189 eV
- LUMO level: -0.2568 Ha
- Orbital gap: 5.7 eV
- Energy: -11661.4483 Ha

***

No. 2
C33H40AsBrGaN3O | ωB97M-V/def2-TZVPD

```
! wB97M-V def2-TZVPD RIJCOSX def2/J DEFGRID3
* xyz 0 1
Ga -1.112 -0.940 0.866
Br -4.233 -4.678 5.643
C -3.260 -3.726 4.288
C -3.955 -3.074 3.287
C -3.236 -2.393 2.321
C -1.840 -2.357 2.308
C -1.185 -3.012 3.350
C -1.879 -3.691 4.341
H -5.036 -3.095 3.260
H -3.780 -1.860 1.545
H -0.101 -2.979 3.416
H -1.354 -4.170 5.157
C 1.364 6.877 0.980
C 1.074 6.313 -0.375
C -0.207 5.914 -0.734
C -0.476 5.412 -1.995
C 0.548 5.288 -2.926
N 0.313 4.763 -4.221
C -0.666 3.868 -4.569
O -1.294 3.968 -5.600
N -0.906 2.803 -3.707
C -0.036 2.008 -2.980
C 1.312 2.290 -2.765
C 2.056 1.413 -1.995
C 1.449 0.286 -1.465
N 0.167 -0.006 -1.673
C -0.538 0.823 -2.421
C 1.830 5.707 -2.587
C 2.086 6.203 -1.324
H 0.708 6.448 1.735
H 1.211 7.957 0.974
H 2.397 6.686 1.259
H -1.008 5.994 -0.014
H -1.483 5.133 -2.270
H 0.555 5.379 -4.988
H -1.788 2.350 -3.924
H 1.775 3.157 -3.205
H 3.099 1.614 -1.806
H 2.002 -0.411 -0.844
H -1.567 0.527 -2.599
H 2.625 5.634 -3.317
H 3.092 6.492 -1.059
C 0.737 -4.461 -2.355
As -0.125 -3.421 -0.909
C -1.239 -4.902 -0.251
C 1.372 -3.461 0.421
C 1.922 -4.805 0.724
C 3.004 -5.309 0.007
C 3.514 -6.566 0.278
C 2.955 -7.339 1.282
C 1.883 -6.847 2.008
C 1.369 -5.595 1.728
H 1.176 -5.371 -1.952
H 1.512 -3.890 -2.864
H -0.019 -4.730 -3.092
H -0.654 -5.809 -0.102
H -2.019 -5.107 -0.987
H -1.724 -4.630 0.685
H 0.985 -2.990 1.330
H 2.152 -2.816 0.005
H 3.461 -4.696 -0.760
H 4.351 -6.943 -0.292
H 3.358 -8.317 1.501
H 1.448 -7.443 2.798
H 0.538 -5.212 2.306
C -1.673 3.086 2.440
C -1.254 2.118 1.322
C -1.894 2.587 0.008
C 0.272 2.111 1.239
C -1.747 0.759 1.738
H -1.352 4.094 2.185
H -1.216 2.800 3.384
H -2.753 3.082 2.561
H -1.371 3.450 -0.397
H -2.935 2.864 0.176
H -1.859 1.780 -0.722
H 0.670 3.112 1.079
H 0.598 1.472 0.421
H 0.673 1.702 2.164
H -2.837 0.725 1.523
*
```

- ΔE to the lowest compared entry with this formula, charge and spin: 2.510 eV
- LUMO level (alpha / beta): -0.0200 / -0.0125 Ha
- Orbital gap (alpha / beta): 7.1 / 6.4 eV
- Energy: -8255.4487 Ha